Computed, not measured: C12H18As2F13MnO9 as an isolated structure, with ωB97M-V/def2-TZVPD.

Structure (XYZ):
```
55
Properties=species:S:1:pos:R:3:forces:R:3
Mn 26.805 -0.725 -8.535 1.8 2.5 0.8
As 30.331 -0.469 -7.348 2.0 1.8 -1.4
F 29.544 -0.849 -5.840 -0.2 -0.2 -0.3
F 30.937 -2.192 -7.482 -1.2 1.2 0.0
F 31.140 -0.094 -8.895 -0.6 -1.1 1.3
F 29.935 1.256 -7.330 0.1 -1.8 0.6
F 31.800 -0.166 -6.453 -0.2 0.0 -0.1
F 28.817 -0.833 -8.222 1.6 -1.0 0.5
As 28.341 1.801 -11.159 0.6 0.5 0.4
F 28.787 3.350 -12.005 -0.4 -1.9 1.0
F 28.503 0.834 -12.743 -0.2 1.2 2.2
F 27.831 0.283 -10.242 0.0 0.7 -1.4
F 28.128 2.674 -9.568 0.5 -1.0 -3.0
F 26.595 2.084 -11.638 1.9 -0.4 0.8
F 30.082 1.356 -10.787 -2.7 1.0 -0.8
F 27.238 1.198 -7.673 -1.2 -1.7 -0.1
C 20.929 1.339 -8.845 -0.2 0.2 -1.4
C 22.132 2.097 -8.396 0.9 -1.0 2.3
C 22.572 1.841 -6.946 -0.3 1.0 1.5
O 23.397 0.711 -6.984 0.9 -1.5 -1.8
C 23.923 0.658 -8.231 3.9 -2.8 0.1
O 24.949 -0.116 -8.490 -7.5 4.2 0.4
O 23.252 1.492 -9.052 2.0 -0.8 -0.6
H 20.008 1.733 -8.417 0.0 -0.2 -0.2
H 20.985 0.251 -8.860 0.2 0.0 1.1
H 21.002 1.489 -9.922 -0.9 0.4 -0.3
H 22.069 3.172 -8.567 0.2 -0.2 -0.5
H 21.779 1.681 -6.215 -0.3 -0.2 -0.3
H 23.246 2.551 -6.466 -0.3 1.0 -0.6
C 29.208 -6.647 -8.084 -0.4 1.9 -1.2
C 28.755 -5.601 -9.151 0.1 -0.9 -1.5
C 27.652 -6.021 -10.144 -0.5 -1.2 1.5
O 26.751 -4.857 -10.241 1.9 -0.6 -1.4
C 27.309 -3.917 -9.462 -2.8 1.7 1.2
O 26.848 -2.779 -9.350 1.2 -2.4 -0.7
O 28.155 -4.493 -8.641 0.2 3.2 2.8
H 30.071 -6.216 -7.577 0.3 -0.4 -0.3
H 29.399 -7.535 -8.686 0.3 -0.3 0.7
H 28.458 -6.763 -7.301 -0.3 -0.3 -0.4
H 29.541 -5.165 -9.767 0.9 -0.8 0.2
H 27.066 -6.769 -9.610 -0.2 -0.3 -0.5
H 28.136 -6.441 -11.025 -0.8 0.6 -0.5
C 29.097 -4.553 -4.585 0.2 -0.7 0.4
C 27.616 -4.321 -4.449 -0.3 1.2 -1.1
C 27.250 -3.172 -3.502 -0.1 -1.0 0.6
O 26.659 -2.260 -4.357 -0.4 4.2 1.9
C 26.898 -2.430 -5.619 -1.6 1.2 -2.2
O 26.628 -1.615 -6.516 0.8 -2.7 2.6
O 27.202 -3.702 -5.708 1.0 -2.3 -2.5
H 29.624 -3.649 -4.892 -0.1 0.3 0.4
H 29.412 -5.294 -5.320 -0.6 -0.2 -0.1
H 29.426 -4.942 -3.621 0.4 0.2 0.1
H 26.976 -5.178 -4.241 0.3 -0.2 -0.4
H 28.152 -2.834 -2.990 -0.1 0.6 -0.1
H 26.444 -3.360 -2.793 0.4 -0.5 0.3
```
Positions in Å, forces in eV/Å.

Calculated values
- Gap between HOMO and LUMO (spin up / spin down): 7.097 / 7.260 eV
- Lowest unoccupied orbital energy (spin up / spin down): 0.0675 / 0.0675 Eh
- HOMO level (spin up / spin down): -0.19328 / -0.19933 Ha
- Relative energy (zero: lowest compared OMol25 entry of this formula, charge and spin): 75.2 kcal per mole
- DFT total energy: -8066.33010 a.u.
- Max |F|: 0.1662 hartree/bohr
- 2S+1: 6
- Charge: -1